(1)
The following is a DFT calculation (ωB97M-V/def2-TZVPD) of the ion C13H14F3N2O4S2 with charge -1.

Computed properties:
Multiplicity: 1
DFT total energy (eV): -54696.931
Charge: -1
HOMO-LUMO gap (eV): 3.81
Largest force on an atom (Eh/bohr): 0.143
LUMO level (eV): 2.847

```
38
C13H14F3N2O4S2 | OMol25 | ωB97M-V/def2-TZVPD
C -2.463 -1.020 -1.345
C -1.069 -0.639 -0.932
O -0.775 -1.361 0.298
C 0.424 -0.998 0.791
C 1.060 -2.048 1.690
C 2.481 -1.835 1.503
N 3.619 -1.719 1.259
O 0.971 0.063 0.546
H -2.657 -0.610 -2.341
H -2.592 -2.108 -1.387
H -3.207 -0.604 -0.657
H -0.321 -0.936 -1.680
H -0.975 0.435 -0.749
H 0.700 -3.064 1.467
C 2.849 -0.555 4.210
N 1.607 -0.205 3.516
S 0.382 -1.592 3.344
C 0.757 -2.960 4.511
F 0.554 -2.501 5.768
F -0.130 -3.957 4.261
F 2.008 -3.463 4.422
S 0.863 1.140 4.248
C -0.452 1.451 3.081
C -0.298 2.504 2.182
C -1.257 2.688 1.195
C -2.366 1.834 1.121
C -2.545 0.836 2.085
C -1.625 0.695 3.119
O 0.256 0.752 5.497
O 1.815 2.219 4.205
H 3.277 -1.417 3.710
H 3.536 0.290 4.079
H 2.684 -0.755 5.279
H 0.585 3.140 2.252
H -1.125 3.489 0.467
H -3.098 1.956 0.320
H -3.403 0.161 2.034
H -1.826 0.017 3.958
```

=====

(2)
The following is a DFT calculation (ωB97M-V/def2-TZVPD) of a cluster of 11 separate species, C33H75F4O40P7 in total.

Computed properties:
SMILES: O=C1OC[C@@H](F)O1.O=C1OC[C@@H](F)O1.O=C1OC[C@@H](F)O1.O=C1OC[C@@H](F)O1.COP(=O)(OC)OC.COP(=O)(OC)OC.COP(=O)(OC)OC.COP(=O)(OC)OC.COP(=O)(OC)OC.COP(=O)(OC)OC.COP(=O)(OC)OC
Multiplicity: 1
DFT total energy (eV): -193242.391
Charge: 0
HOMO-LUMO gap (eV): 9.19
Largest force on an atom (Eh/bohr): 0.065
LUMO level (eV): -0.197

```
159
C33H75F4O40P7 | OMol25 | ωB97M-V/def2-TZVPD
O -13.232 -19.529 -12.766
C -13.610 -18.756 -11.940
O -14.556 -17.824 -12.148
C -14.867 -17.244 -10.895
C -13.563 -17.438 -10.152
F -13.843 -17.606 -8.816
O -13.134 -18.685 -10.679
H -15.116 -16.185 -10.906
H -15.632 -17.815 -10.364
H -12.904 -16.571 -10.228
O -10.970 -15.331 -9.529
C -11.014 -15.505 -8.341
O -11.921 -14.992 -7.523
C -11.444 -14.877 -6.181
C -10.477 -16.144 -6.290
F -10.858 -17.279 -5.676
O -10.373 -16.458 -7.675
H -11.034 -13.876 -6.048
H -12.157 -15.042 -5.373
H -9.449 -15.856 -6.055
O -13.281 -12.177 -6.090
C -14.316 -11.926 -5.557
O -14.467 -12.133 -4.214
C -15.803 -11.742 -3.944
C -15.951 -10.551 -4.847
F -15.248 -9.501 -4.338
O -15.300 -11.092 -5.998
H -16.434 -12.607 -4.149
H -15.908 -11.484 -2.890
H -16.993 -10.245 -4.945
O -5.764 -19.708 -9.437
C -6.536 -19.102 -10.118
O -6.464 -18.959 -11.444
C -7.401 -17.993 -11.890
C -8.284 -17.709 -10.654
F -9.474 -18.386 -10.794
O -7.556 -18.384 -9.631
H -6.896 -17.148 -12.353
H -8.007 -18.623 -12.549
H -8.599 -16.682 -10.469
C -10.203 -19.928 -7.771
O -10.688 -21.134 -7.162
P -11.581 -22.171 -8.021
O -11.963 -23.315 -7.169
O -12.724 -21.235 -8.632
C -13.645 -20.604 -7.744
O -10.638 -22.596 -9.220
C -10.523 -21.914 -10.497
H -10.167 -20.171 -8.828
H -9.200 -19.627 -7.454
H -10.734 -19.021 -7.478
H -14.584 -20.384 -8.248
H -13.122 -19.804 -7.224
H -14.006 -21.319 -6.998
H -11.118 -21.006 -10.572
H -10.778 -22.667 -11.236
H -9.481 -21.613 -10.596
C -7.207 -11.119 -2.297
O -8.015 -11.071 -3.496
P -9.550 -11.377 -3.503
O -9.951 -12.220 -4.650
O -10.091 -9.872 -3.496
C -11.422 -9.514 -3.832
O -9.849 -12.104 -2.078
C -11.261 -12.265 -1.825
H -7.714 -11.297 -1.353
H -6.574 -10.238 -2.285
H -6.588 -12.009 -2.437
H -11.924 -8.965 -3.028
H -12.024 -10.425 -3.887
H -11.546 -8.881 -4.708
H -11.860 -12.357 -2.731
H -11.572 -11.383 -1.261
H -11.378 -13.132 -1.182
C -14.304 -17.656 -5.472
O -14.641 -16.858 -4.327
P -13.771 -16.977 -2.986
O -12.317 -16.990 -3.162
O -14.301 -18.353 -2.361
C -15.537 -18.351 -1.629
O -14.386 -15.854 -2.026
C -13.684 -14.631 -1.750
H -14.060 -17.037 -6.336
H -15.038 -18.439 -5.625
H -13.313 -18.094 -5.299
H -16.366 -18.001 -2.252
H -15.503 -17.669 -0.785
H -15.813 -19.369 -1.372
H -12.746 -14.602 -2.297
H -13.555 -14.515 -0.676
H -14.318 -13.805 -2.073
C -13.268 -23.736 -1.738
O -13.201 -22.417 -2.317
P -12.698 -22.265 -3.859
O -11.823 -23.297 -4.381
O -14.066 -22.140 -4.682
C -15.095 -21.290 -4.242
O -12.133 -20.769 -3.905
C -10.807 -20.363 -4.190
H -14.289 -23.806 -1.366
H -12.566 -23.767 -0.907
H -13.030 -24.525 -2.447
H -15.003 -20.306 -4.716
H -15.114 -21.022 -3.183
H -16.056 -21.720 -4.524
H -10.359 -19.713 -3.440
H -10.917 -19.674 -5.034
H -10.165 -21.145 -4.589
C -6.322 -14.371 -4.372
O -5.498 -14.933 -5.402
P -6.067 -15.495 -6.783
O -6.892 -16.701 -6.722
O -6.783 -14.160 -7.365
C -5.983 -13.050 -7.800
O -4.801 -15.695 -7.762
C -3.711 -16.576 -7.487
H -6.949 -13.517 -4.621
H -5.556 -14.202 -3.616
H -6.937 -15.153 -3.918
H -6.587 -12.676 -8.629
H -5.028 -13.378 -8.207
H -5.854 -12.277 -7.043
H -3.985 -17.037 -6.529
H -2.746 -16.105 -7.311
H -3.639 -17.416 -8.173
C -17.298 -14.271 -5.789
O -17.983 -13.910 -6.993
P -17.931 -14.777 -8.359
O -18.620 -14.000 -9.396
O -16.428 -15.081 -8.638
C -15.337 -14.131 -8.585
O -18.604 -16.150 -7.934
C -20.034 -16.194 -7.822
H -17.183 -15.342 -5.604
H -18.012 -13.801 -5.113
H -16.267 -13.911 -5.733
H -15.133 -13.881 -9.621
H -14.474 -14.671 -8.191
H -15.444 -13.270 -7.928
H -20.261 -15.570 -6.951
H -20.348 -17.214 -7.622
H -20.489 -15.767 -8.715
C -14.198 -9.955 -10.945
O -13.026 -10.439 -11.592
P -12.819 -12.041 -11.706
O -11.584 -12.480 -12.373
O -12.890 -12.595 -10.200
C -12.185 -11.938 -9.162
O -14.240 -12.452 -12.336
C -14.361 -13.686 -13.020
H -14.182 -8.874 -11.104
H -14.236 -10.109 -9.867
H -15.077 -10.311 -11.483
H -12.873 -11.355 -8.543
H -11.416 -11.194 -9.385
H -11.722 -12.646 -8.480
H -14.383 -14.627 -12.469
H -13.573 -13.847 -13.763
H -15.246 -13.629 -13.653
```

=====

(3)
The following is a DFT calculation (ωB97M-V/def2-TZVPD) of a cluster of 9 separate species, C19H64N20O9P2 in total.

Computed properties:
SMILES: CN(C)P(=O)(N(C)C)N(C)C.CN(C)P(=O)(N(C)C)N(C)C.NC(N)=O.NC(N)=O.NC(N)=O.NC(N)=O.NC(N)=O.NC(N)=O.NC(N)=O
Multiplicity: 1
DFT total energy (eV): -87554.303
Charge: 0
HOMO-LUMO gap (eV): 8.34
Largest force on an atom (Eh/bohr): 0.147
LUMO level (eV): 0.080

```
114
C19H64N20O9P2 | OMol25 | ωB97M-V/def2-TZVPD
C 2.936 5.027 3.105
N 2.213 4.707 1.878
C 2.081 3.300 1.517
P 1.358 5.975 1.137
O 1.296 7.137 2.092
N 2.171 6.374 -0.283
C 1.856 7.556 -1.138
C 3.381 5.638 -0.792
N -0.193 5.329 0.680
C -1.110 4.772 1.725
C -0.381 4.653 -0.568
H 2.266 5.178 3.952
H 3.326 6.044 3.101
H 3.761 4.334 3.274
H 1.636 2.738 2.338
H 3.048 2.991 1.121
H 1.439 3.112 0.656
H 2.430 7.525 -2.064
H 0.787 7.523 -1.349
H 2.081 8.483 -0.611
H 4.209 5.743 -0.091
H 3.232 4.559 -0.837
H 3.778 5.983 -1.747
H -1.966 4.187 1.389
H -0.480 4.109 2.316
H -1.339 5.570 2.432
H -1.136 5.256 -1.074
H -0.795 3.646 -0.608
H 0.461 4.566 -1.254
C -0.027 -6.180 3.133
N 0.545 -4.946 2.666
C 0.013 -3.793 3.397
P 1.243 -4.809 1.168
O 0.350 -4.820 0.039
N 2.287 -3.462 1.278
C 3.199 -3.232 2.360
C 2.337 -2.385 0.258
N 2.416 -6.047 1.081
C 3.298 -6.438 2.202
C 3.073 -6.127 -0.279
H 0.368 -6.995 2.527
H -1.112 -6.216 3.035
H 0.264 -6.352 4.170
H 0.861 -3.231 3.787
H -0.658 -4.099 4.200
H -0.405 -3.031 2.738
H 3.092 -4.059 3.062
H 4.239 -3.331 2.048
H 3.157 -2.240 2.809
H 1.396 -2.302 -0.285
H 2.547 -1.486 0.837
H 3.042 -2.564 -0.553
H 4.301 -6.013 2.157
H 2.863 -6.020 3.109
H 3.451 -7.511 2.323
H 2.497 -5.656 -1.075
H 3.387 -7.145 -0.514
H 4.022 -5.598 -0.195
N -1.693 0.703 -4.866
C -1.133 1.358 -5.817
N -1.808 1.228 -6.894
O -0.139 2.076 -5.734
H -2.643 0.370 -4.780
H -1.178 0.584 -4.006
H -1.335 1.652 -7.679
H -2.517 0.509 -6.880
N -5.074 0.437 -4.916
C -5.038 0.256 -3.622
N -4.266 -0.812 -3.307
O -5.705 0.840 -2.814
H -5.679 1.131 -5.332
H -4.500 -0.219 -5.426
H -3.964 -1.433 -4.044
H -4.203 -1.198 -2.376
N -2.403 -1.116 2.246
C -1.453 -0.471 2.850
N -1.978 -0.122 4.007
O -0.380 -0.197 2.316
H -2.111 -1.677 1.458
H -3.353 -1.128 2.589
H -2.806 -0.648 4.248
H -1.435 0.404 4.678
N 4.480 1.705 -1.480
C 4.513 0.468 -1.932
N 5.284 -0.288 -1.261
O 3.722 0.083 -2.844
H 3.869 2.394 -1.895
H 5.002 1.856 -0.628
H 5.366 -1.277 -1.447
H 5.695 0.130 -0.439
N -1.339 -2.728 -0.084
C -2.529 -3.146 -0.466
N -2.637 -4.459 -0.333
O -3.380 -2.379 -0.948
H -1.197 -1.780 -0.402
H -0.553 -3.358 -0.001
H -3.507 -4.904 -0.588
H -1.817 -4.952 -0.009
N -7.068 0.516 0.370
C -6.280 -0.442 0.647
N -5.377 -0.496 -0.277
O -6.264 -1.086 1.662
H -7.126 0.878 -0.571
H -7.578 0.947 1.128
H -4.674 -1.219 -0.244
H -5.441 0.101 -1.089
N 0.707 0.778 -0.450
C -0.409 0.787 -1.126
N -1.390 0.480 -0.320
O -0.443 0.939 -2.273
H 1.621 0.783 -0.879
H 0.618 0.457 0.504
H -1.136 0.416 0.656
H -2.332 0.345 -0.659
```

=====

(4)
The following is a DFT calculation (ωB97M-V/def2-TZVPD) of a structure of composition C10H13HgNO2.

Computed properties:
Multiplicity: 1
DFT total energy (eV): -20334.620
Charge: -2
HOMO-LUMO gap (eV): 3.20
Largest force on an atom (Eh/bohr): 0.052
LUMO level (eV): 5.075

```
27
C10H13HgNO2 | OMol25 | ωB97M-V/def2-TZVPD
C 1.624 2.709 0.178
C 2.353 1.478 0.117
C 1.857 0.627 1.147
C 0.806 1.308 1.813
C 0.674 2.598 1.230
Hg -1.767 -0.052 -0.092
C 0.524 -1.001 -2.004
C -0.067 0.220 -2.367
C 0.400 1.275 -3.207
N -1.330 0.662 -1.939
H 2.216 -0.384 1.381
H 3.143 1.245 -0.588
H 0.194 0.897 2.641
H -0.040 3.385 1.538
H 1.760 3.564 -0.477
H 1.388 -1.344 -2.576
H -1.272 1.656 -1.929
H 0.157 -1.617 -1.203
H 1.263 1.266 -3.861
H -0.279 2.141 -3.180
C -2.128 -3.653 1.906
O -2.240 -2.515 1.031
C -1.696 -1.399 1.516
O -1.241 -1.289 2.627
H -2.507 -3.424 2.903
H -1.074 -3.934 1.967
H -2.717 -4.419 1.426
```

=====

(5)
The following is a DFT calculation (ωB97M-V/def2-TZVPD) of a structure of composition C23H30GeNaO3S3.

Computed properties:
Multiplicity: 1
DFT total energy (eV): -123923.503
Charge: -1
HOMO-LUMO gap (eV): 6.88
Largest force on an atom (Eh/bohr): 0.004
LUMO level (eV): 2.204

```
61
C23H30GeNaO3S3 | OMol25 | ωB97M-V/def2-TZVPD
Na -1.962 2.107 -0.261
O 0.345 2.127 -0.510
C 1.181 1.984 0.655
C 0.255 1.607 1.880
O 0.830 1.579 2.966
O -0.941 1.331 1.597
C 1.905 3.290 0.938
C 1.589 4.456 0.253
C 2.259 5.646 0.524
C 3.253 5.682 1.487
C 3.568 4.520 2.183
C 2.902 3.338 1.914
C 2.135 0.827 0.378
C 3.332 1.029 -0.302
C 4.141 -0.044 -0.652
C 3.763 -1.336 -0.317
C 2.572 -1.546 0.365
C 1.763 -0.474 0.707
H 0.913 2.168 -1.288
H 0.809 4.443 -0.495
H 1.995 6.544 -0.021
H 3.777 6.606 1.698
H 4.337 4.537 2.946
H 3.133 2.441 2.471
H 3.641 2.039 -0.548
H 5.069 0.131 -1.180
H 4.394 -2.175 -0.585
H 2.268 -2.551 0.632
H 0.834 -0.644 1.238
S -5.594 3.047 -2.403
C -4.256 2.097 -2.188
S -4.462 0.855 -0.876
S -2.741 2.239 -2.935
C -1.726 -3.820 -2.875
C -0.438 -3.005 -2.870
C -0.392 -1.882 -1.836
C -1.424 -0.763 -2.031
Ge -3.182 -0.979 -1.192
C -2.936 -1.474 0.690
C -2.640 -2.943 0.991
C -2.272 -3.180 2.458
C -0.965 -2.503 2.865
H -1.646 -4.683 -3.539
H -2.574 -3.224 -3.210
H -1.961 -4.191 -1.874
H -0.283 -2.571 -3.863
H 0.411 -3.672 -2.692
H 0.600 -1.424 -1.884
H -0.458 -2.308 -0.828
H -1.556 -0.520 -3.086
H -1.032 0.143 -1.569
H -4.085 -1.983 -1.938
H -3.833 -1.163 1.233
H -2.132 -0.824 1.046
H -1.818 -3.308 0.367
H -3.510 -3.553 0.727
H -2.195 -4.257 2.640
H -3.085 -2.814 3.092
H -0.147 -2.825 2.213
H -0.689 -2.754 3.890
H -1.036 -1.416 2.807
```

=====

(6)
The following is a DFT calculation (ωB97M-V/def2-TZVPD) of the molecule C5H14N2O.

Computed properties:
SMILES: NCNCCCCO
Multiplicity: 1
DFT total energy (eV): -10438.569
Charge: 0
HOMO-LUMO gap (eV): 9.50
Largest force on an atom (Eh/bohr): 0.065
LUMO level (eV): 0.832

```
22
C5H14N2O | OMol25 | ωB97M-V/def2-TZVPD
N 1.493 2.500 -1.790
C 0.830 2.718 -0.514
N -0.253 1.752 -0.255
C 0.142 0.525 0.550
C 0.184 -0.688 -0.328
C 0.448 -1.958 0.497
C -0.770 -2.642 1.165
O -1.978 -2.039 0.703
H 0.801 2.721 -2.492
H 1.719 1.514 -1.849
H 0.324 3.685 -0.598
H 1.445 2.781 0.389
H -1.043 2.186 0.192
H -0.597 0.487 1.336
H 1.113 0.782 0.903
H -0.754 -0.935 -0.835
H 0.873 -0.702 -1.175
H 1.204 -1.854 1.279
H 0.935 -2.748 -0.087
H -0.764 -3.680 0.878
H -0.690 -2.618 2.256
H -2.705 -2.600 0.998
```

=====

(7)
The following is a DFT calculation (ωB97M-V/def2-TZVPD) of a cluster of 2 separate species, C7H10N2O5P in total.

Computed properties:
Multiplicity: 1
DFT total energy (eV): -29927.054
Charge: -1
HOMO-LUMO gap (alpha / beta) (eV): 6.46 / 7.61
Largest force on an atom (Eh/bohr): 0.095
LUMO level (alpha / beta) (eV): 2.096 / 2.533

```
25
C7H10N2O5P | OMol25 | ωB97M-V/def2-TZVPD
C 1.965 1.122 -0.523
C 1.814 -0.222 -0.911
C -0.173 0.573 -0.656
C -1.638 0.787 -0.451
C -4.143 -0.070 1.229
C 4.992 -0.553 -1.012
C -3.782 -0.023 -0.336
N 0.687 1.562 -0.368
N 0.502 -0.537 -1.018
O 5.341 -0.178 1.674
O 7.297 -0.342 -0.104
O -2.040 1.854 -0.079
O 5.884 1.808 0.227
O -2.430 -0.298 -0.644
P 5.972 0.291 0.219
H 2.893 1.768 -0.396
H -3.991 0.824 1.762
H -5.291 -0.236 1.327
H -3.853 -0.927 1.657
H 5.103 -1.594 -1.081
H 4.657 -0.021 -1.881
H -4.214 0.938 -0.655
H -4.436 -0.865 -0.621
H 0.286 2.508 -0.318
H 5.254 -1.135 1.690
```

=====

(8)
The following is a DFT calculation (ωB97M-V/def2-TZVPD) of a cluster of 2 separate species, C2H6ClS in total.

Computed properties:
Multiplicity: 1
DFT total energy (eV): -25531.321
Charge: -1
HOMO-LUMO gap (eV): 7.85
Largest force on an atom (Eh/bohr): 0.011
LUMO level (eV): 3.755

```
10
C2H6ClS | OMol25 | ωB97M-V/def2-TZVPD
S 1.268 -0.348 2.341
C 3.661 0.331 3.628
C 2.152 0.255 3.813
H 1.654 0.649 1.517
H 4.065 -0.657 3.352
H 4.143 0.659 4.565
H 3.915 1.051 2.831
H 1.891 -0.475 4.603
H 1.733 1.236 4.110
Cl 2.644 2.559 0.777
```

=====

(9)
The following is a DFT calculation (ωB97M-V/def2-TZVPD) of a cluster of 12 separate species, C2H25NO13 in total.

Computed properties:
SMILES: O=CNC=O.O.O.O.O.O.O.O.O.O.O.O
Multiplicity: 1
DFT total energy (eV): -30585.178
Charge: 0
HOMO-LUMO gap (eV): 9.27
Largest force on an atom (Eh/bohr): 0.172
LUMO level (eV): -0.901

```
41
C2H25NO13 | OMol25 | ωB97M-V/def2-TZVPD
O -2.467 -1.233 1.361
C -2.693 -0.406 2.240
N -2.896 0.934 1.833
C -2.671 1.472 0.499
O -1.695 1.091 -0.135
H -2.650 -0.740 3.317
H -3.244 1.607 2.450
H -3.523 2.086 0.221
O -0.345 2.727 2.854
H 0.404 2.437 3.433
H 0.057 2.575 2.072
O 1.592 0.828 -3.289
H 0.742 0.969 -3.217
H 1.708 -0.007 -3.852
O 4.060 -0.386 1.117
H 3.464 -0.504 0.340
H 3.695 -1.117 1.630
O 0.537 -2.380 -0.512
H 0.062 -2.267 0.351
H -0.017 -3.120 -0.798
O -0.892 0.907 -2.740
H -1.280 1.835 -2.668
H -1.127 0.562 -1.824
O 0.843 -2.128 2.819
H 0.935 -2.896 2.397
H 0.365 -1.621 2.178
O 0.597 0.463 1.022
H 1.074 0.314 0.129
H -0.259 0.817 0.715
O 2.286 -0.306 -1.086
H 2.076 0.373 -1.702
H 1.639 -1.122 -1.388
O -2.357 -1.909 -1.872
H -2.237 -1.010 -2.162
H -2.340 -2.028 -0.937
O 2.051 2.821 0.517
H 2.897 2.385 0.404
H 1.428 2.595 -0.053
O 1.422 -1.832 -3.097
H 2.311 -1.639 -3.134
H 1.226 -2.730 -2.848
```

=====

Q: Among the records above, which one has the lowest charge?
A: C10H13HgNO2

=====

Q: What is the formula in the eighth record?
A: C2H6ClS